{"formula": "C22H59Cl2N2O21P4V", "method": "ωB97M-V/def2-TZVPD", "elements": ["H", "H", "H", "H", "H", "H", "H", "O", "H", "H", "H", "P", "H", "V", "H", "O", "O", "C", "Cl", "O", "H", "C", "N", "H", "O", "H", "C", "C", "O", "O", "C", "H", "H", "P", "C", "H", "H", "H", "H", "O", "H", "H", "O", "H", "H", "C", "H", "C", "H", "C", "C", "C", "H", "Cl", "H", "C", "C", "O", "H", "H", "H", "C", "O", "C", "H", "H", "H", "P", "H", "C", "H", "H", "C", "H", "H", "P", "H", "H", "O", "O", "C", "H", "O", "H", "H", "H", "H", "H", "H", "H", "C", "O", "C", "H", "C", "O", "H", "H", "H", "H", "O", "H", "O", "H", "C", "H", "O", "N", "O", "H", "O"], "xyz": [[4.27855, -3.61923, 0.38703], [-4.13004, -0.33178, -5.05985], [-7.59441, 4.03433, 2.08545], [-3.00232, -0.81530, -6.28263], [1.73895, -1.01528, 2.26108], [-0.60320, 0.12407, -2.01235], [7.56020, 0.45547, 2.72557], [0.42643, 1.43810, 1.57015], [3.29719, -2.05478, 8.80397], [2.29376, -3.51807, -6.01639], [-2.66639, -1.80700, -0.80480], [2.05248, -0.31232, -5.37582], [-3.82991, 1.82476, -0.83317], [2.22870, 2.43422, 2.50118], [1.46993, 1.30053, -7.23184], [4.65819, -1.81415, 1.51708], [0.65580, 0.15919, -5.18832], [-1.78428, -2.37970, -1.09113], [-3.10157, 0.55120, 5.39976], [-1.77884, 3.63389, -2.57355], [0.93622, -2.62980, -5.35369], [-2.10109, -3.76416, -5.35280], [3.16679, -2.61596, 6.72405], [2.96482, -2.43347, 0.22530], [-3.20441, -3.43223, -4.47735], [-1.63904, 4.38781, 0.21017], [6.62209, 0.93106, 2.43945], [5.16974, -0.70460, -1.40572], [3.06167, 0.78738, -5.93860], [-2.31106, -1.02136, -4.38478], [-3.07591, -0.28499, -5.33318], [5.85424, 0.96210, 3.21246], [-6.63601, 0.69192, 4.23319], [4.58251, -0.19212, 1.07904], [-0.76514, 4.32684, -0.43842], [0.85718, -3.12076, -7.04805], [-2.04129, 0.85579, 3.37169], [0.10125, -1.86256, 2.48967], [-2.68143, 0.73109, -5.34173], [2.73289, -0.91694, -4.03565], [2.50497, -3.21315, 6.24922], [-4.75026, 0.48981, 0.03779], [2.08445, 1.73638, 3.95818], [-7.49170, -0.08813, 3.05909], [5.38139, 0.03587, -2.17709], [3.77195, -1.66043, 5.96799], [0.62182, -0.53120, 3.39485], [3.29642, -1.44919, 4.51741], [0.54354, -0.15190, 0.35443], [0.65886, -0.93221, 2.38197], [2.55362, 1.37698, -7.14312], [-1.24612, 2.46233, 4.67637], [-1.30412, -3.02170, -5.39389], [-1.73063, 3.65301, 5.89115], [4.66775, -1.51729, -1.93074], [-0.71522, 1.11675, -2.44840], [-7.01035, 0.87547, 3.22607], [2.13962, -1.53169, -6.49459], [0.13495, 1.21173, -3.12389], [-1.69059, 1.20204, -2.92744], [-0.75685, 3.04176, 3.89345], [-7.63449, 3.67960, 1.05556], [-4.03956, 2.13831, 1.05709], [-3.94150, 1.21999, 0.06678], [-0.27584, 1.72621, -0.52216], [2.00700, -2.59984, -2.95281], [-7.72530, 4.54209, 0.39528], [-3.03141, -2.12992, -3.47734], [-1.84668, -3.30867, -0.52436], [3.51545, -2.86987, 8.11397], [4.57693, -3.11743, 8.10594], [-0.48562, 1.83518, 5.14158], [-2.41615, 1.57226, 4.10261], [0.86214, -1.36313, -3.29882], [6.09204, -1.13891, -1.01992], [-5.41039, 2.53490, 1.89311], [-2.41502, -3.84550, -6.39344], [-0.50274, 5.29970, -0.85411], [-5.88635, 1.03411, 2.29540], [6.10817, 0.33919, 1.23297], [1.90097, -1.51633, -3.00648], [-8.53871, 3.08098, 0.94539], [-4.25557, -1.60178, -2.79926], [2.49062, -0.72024, 4.43134], [-1.54659, -4.66642, -5.09480], [6.90657, 1.96506, 2.24448], [-7.74732, 1.67491, 3.14945], [2.03378, -1.03750, -2.03633], [-0.94661, -0.02353, 1.30829], [2.96511, 1.08056, -8.10796], [1.52657, -2.78220, -6.25722], [4.66455, -0.99731, 6.45219], [-1.10684, 3.29052, -1.58294], [-3.00608, 0.68523, 0.23145], [3.76850, -2.78659, 0.87145], [-6.42753, 2.91714, 0.71006], [-0.83364, -1.87974, -0.90556], [3.05095, -3.77841, 8.49724], [2.76940, 2.44531, -7.12837], [0.07301, 3.98768, 0.17033], [4.31831, -0.18325, -0.47457], [3.20741, -3.05421, 1.76681], [-5.19588, 3.57490, 2.94846], [4.12552, -1.06411, 3.92377], [0.14002, 0.05348, 1.34594], [2.95866, -2.39487, 4.09348], [3.63495, 0.59824, 1.88250], [-0.52246, 2.08633, -1.43298], [-1.83656, -2.66509, -2.49246], [-3.22352, 2.15807, 3.66319], [1.67452, 3.91698, 2.64105]], "e_lumo_ev": -1.56, "e_above_lowest_kj_mol": 0.00, "gap_ev": 7.35, "total_energy_ha": -5793.286016}

***

{"formula": "C2H9NS", "method": "ωB97M-V/def2-TZVPD", "elements": ["H", "H", "H", "H", "H", "H", "N", "C", "H", "H", "C", "S", "H"], "xyz": [[-1.63091, 0.52254, -0.86059], [-0.21135, 0.82508, 1.64874], [-1.22235, 1.98876, 0.68552], [-1.34193, -1.81900, -0.57724], [0.63409, 1.77396, 0.14770], [-0.78327, -1.28975, 0.84605], [-0.70271, 0.25889, -0.47154], [-0.40279, 1.32176, 0.59338], [0.07661, 0.52873, -1.14362], [3.07245, -1.21712, 0.07996], [-0.48344, -1.22746, -0.23320], [2.58963, 0.00831, -0.05724], [0.40600, -1.67469, -0.65793]], "e_lumo_ev": -0.10, "e_above_lowest_kj_mol": 293.56, "gap_ev": 6.42, "total_energy_ha": -534.417870}

***

{"formula": "C17H17ClN5O3Yb", "method": "ωB97M-V/def2-TZVPD", "elements": ["Yb", "Cl", "H", "H", "C", "C", "C", "C", "N", "C", "H", "C", "O", "H", "H", "C", "H", "H", "N", "C", "C", "O", "H", "C", "C", "N", "H", "O", "H", "H", "C", "H", "C", "C", "N", "N", "C", "C", "H", "H", "C", "H", "H", "H"], "xyz": [[0.10400, -0.23225, -0.14277], [-0.21642, 1.88619, 5.17023], [1.72859, -5.23302, -0.66244], [-2.89477, 2.63388, 4.46910], [-0.12641, 0.28750, -3.30167], [-1.12405, 1.67870, 3.73483], [-1.45792, 1.86494, -2.27051], [-2.42798, 2.13421, 3.63033], [-0.64340, 0.80188, -2.17273], [-2.47325, 1.29204, 1.40062], [0.50171, -6.19645, -2.73989], [-0.13128, -2.84033, -0.19737], [-0.68127, -2.13424, 0.69386], [0.47389, 0.68151, 2.71952], [-4.13441, 2.26340, 2.32540], [0.09131, -6.06346, -1.74317], [-2.98869, 1.10429, 0.46691], [-2.04048, -6.41993, -1.82621], [-1.20673, 0.85620, 1.49969], [-1.79437, 2.43779, -3.47733], [-1.58473, 2.45358, -5.92535], [4.41464, 0.64408, 0.67524], [1.04908, -4.18033, -1.72749], [-1.44420, -5.02976, -0.24004], [-3.11251, 1.93111, 2.44088], [2.12916, 0.12024, 0.31218], [0.27129, -6.95753, -1.14942], [0.38459, -2.30340, -1.22122], [0.32471, -4.54270, 0.98033], [0.03340, 0.35712, -5.43373], [-0.40541, 0.79804, -4.55032], [-1.84239, 2.27703, -1.34631], [-1.34810, -5.59884, -1.65646], [3.29785, 0.38968, 0.49711], [-1.84858, 2.89676, -6.95085], [0.83929, -4.92944, -1.05752], [-0.08345, -4.33646, -0.00621], [-0.54639, 1.04249, 2.65300], [-2.45423, 3.29279, -3.51340], [-1.56132, -5.82924, 0.48938], [-1.25937, 1.89190, -4.63928], [-1.54664, -4.83304, -2.40886], [-2.26851, -4.33437, -0.10089], [0.53860, -0.56019, -3.19498]], "e_lumo_ev": [-6.33, -6.68], "spin_multiplicity": 2, "total_charge": 2, "gap_ev": [8.96, 8.61], "total_energy_ha": -2776.022529}

***

{"formula": "C5H10InO2", "method": "ωB97M-V/def2-TZVPD", "elements": ["H", "H", "O", "H", "C", "H", "O", "H", "H", "H", "H", "In", "H", "C", "H", "C", "C", "C"], "xyz": [[2.95637, 1.87914, 0.59540], [-3.93025, 0.03052, -1.64373], [1.47098, 0.50339, 0.79658], [1.86074, -2.27193, 0.90717], [-2.12577, 0.06887, -0.40301], [-1.54111, -0.23016, -1.29074], [-1.75939, -0.01112, 0.81930], [2.46627, -0.46683, -0.73529], [0.65566, -0.06120, -1.20142], [-4.11652, -0.64058, 0.10752], [0.47244, -2.38650, -0.28704], [-0.18127, -0.58070, 1.63956], [1.57763, 2.15848, -0.50750], [1.86268, 1.82849, 0.50253], [1.33604, 2.46310, 1.22447], [1.06143, -1.73901, 0.37638], [1.47314, -0.46563, -0.26875], [-3.53908, -0.07832, -0.63142]], "e_lumo_ev": [-10.69, -11.01], "spin_multiplicity": 2, "total_charge": 2, "gap_ev": [8.27, 8.11], "total_energy_ha": -536.269190}